{"formula": "C10H12ClN", "method": "ωB97M-V/def2-TZVPD", "species": ["Cl", "N", "C", "C", "C", "C", "C", "C", "C", "C", "C", "C", "H", "H", "H", "H", "H", "H", "H", "H", "H", "H", "H", "H"], "xyz": [[-0.398, 3.089, 0.302], [-0.959, 0.005, -2.475], [-0.575, -0.738, 1.504], [-2.041, -0.728, -1.878], [-0.063, 0.523, 1.180], [-0.216, 0.813, -1.981], [1.216, 0.860, 1.691], [1.310, -1.225, 2.973], [1.831, -0.007, 2.566], [-0.834, 1.464, 0.382], [0.072, -1.709, 2.366], [1.046, 1.539, -2.348], [0.990, 2.641, -1.893], [-2.657, -0.995, -2.841], [-2.678, -0.138, -1.308], [-1.525, -1.110, 1.132], [1.159, 1.691, -3.408], [2.772, 0.352, 3.039], [-1.891, 1.326, 0.436], [2.005, 0.973, -2.078], [1.730, -1.777, 3.795], [-1.724, -1.557, -1.377], [-0.374, -2.535, 2.693], [1.509, 1.702, 1.287]], "forces_ev_per_a": [[0.39, 1.48, 0.26], [0.65, -0.40, -0.10], [0.19, -2.59, 1.18], [-1.66, 1.04, -5.27], [0.69, -0.40, 0.68], [0.68, 1.02, 2.03], [-3.39, -4.64, 0.62], [-2.62, -0.93, -1.20], [1.62, 0.76, 0.93], [0.49, -2.08, -2.02], [3.47, 7.34, -1.17], [0.45, 1.57, 1.31], [0.41, -2.56, -0.63], [0.75, -0.20, 2.13], [-0.87, 1.29, 1.37], [-0.17, 0.53, -0.24], [-0.46, -0.09, -0.66], [-0.63, -0.45, -0.39], [-0.50, 0.00, -0.17], [-1.60, 0.82, 0.29], [0.42, -0.17, -0.03], [0.98, -2.29, 1.22], [-1.79, -3.39, 0.95], [2.51, 4.34, -1.08]], "multiplicity": 1, "e_tot_ha": -903.02561, "charge": 0, "e_lumo_ev": [-0.012, 0.224], "e_above_lowest_ev": 4.680}